{
  "formula": "C7H14N2",
  "method": "the ωB97M-V functional and the def2-TZVPD basis",
  "total_energy_ev": -10456.296,
  "total_charge": 1,
  "relative_energy_kcal_mol": 41.2,
  "multiplicity": 2,
  "lumo_ev": [-4.0, -8.1],
  "homo_energy_ev": [-13.991, -13.992],
  "species": ["C", "C", "C", "C", "N", "N", "H", "H", "H", "H", "H", "H", "C", "C", "C", "H", "H", "H", "H", "H", "H", "H", "H"],
  "positions_angstrom": [[2.134, 2.913, 0.062], [0.429, 0.187, -1.811], [1.632, 1.630, -0.501], [1.792, 0.314, -0.033], [0.804, 1.473, -1.687], [0.963, -0.540, -0.699], [-0.337, -0.321, -2.401], [0.930, -1.469, -0.530], [2.297, 0.017, 0.893], [2.068, 2.856, 1.136], [1.680, 3.880, -0.390], [3.190, 3.087, -0.241], [-1.993, -1.213, 1.031], [-1.866, -1.713, 2.441], [-2.812, -2.200, 0.161], [-2.600, -0.257, 1.049], [-0.993, -1.033, 0.530], [-0.822, -1.828, 2.628], [-2.974, -1.910, -0.878], [-2.338, -2.563, 2.653], [-2.384, -1.002, 3.298], [-2.215, -3.181, 0.222], [-3.767, -2.316, 0.635]],
  "lowdin_charge": [0.01, 0.01, -0.16, 0.06, 0.14, 0.12, 0.16, 0.11, 0.17, 0.09, 0.14, 0.12, -0.34, -0.13, -0.12, 0.11, 0.06, 0.05, 0.06, 0.01, 0.14, 0.10, 0.07]
}

{
  "formula": "H4O3Si",
  "method": "the ωB97M-V functional and the def2-TZVPD basis",
  "total_energy_ev": -14085.857,
  "total_charge": 0,
  "relative_energy_kcal_mol": 57.9,
  "multiplicity": 1,
  "lumo_ev": 0.3,
  "smiles": "O=[SiH]O.O",
  "homo_energy_ev": -10.630,
  "species": ["O", "O", "O", "Si", "H", "H", "H", "H"],
  "positions_angstrom": [[1.291, -1.280, 0.418], [1.748, 1.457, 0.198], [-1.129, 0.789, 0.313], [1.251, 0.139, -0.297], [1.985, -1.593, 1.068], [-0.967, 1.443, 0.965], [-1.622, 0.053, 0.640], [0.314, -0.491, -1.276]],
  "lowdin_charge": [-0.19, -0.34, -0.05, 0.37, 0.10, 0.04, 0.05, 0.02]
}

{
  "formula": "C34H50AuN4P",
  "method": "the ωB97M-V functional and the def2-TZVPD basis",
  "total_energy_ev": -55004.747,
  "total_charge": 0,
  "relative_energy_kcal_mol": 14.6,
  "multiplicity": 1,
  "lumo_ev": -0.1,
  "homo_energy_ev": -7.685,
  "species": ["Au", "C", "N", "C", "C", "C", "C", "C", "C", "C", "C", "H", "H", "H", "H", "H", "H", "H", "H", "H", "H", "H", "H", "H", "C", "C", "C", "P", "C", "C", "C", "C", "C", "C", "H", "H", "H", "H", "H", "H", "H", "H", "H", "H", "H", "H", "H", "H", "H", "H", "H", "H", "H", "H", "H", "C", "C", "C", "C", "C", "C", "H", "H", "H", "H", "H", "H", "H", "H", "H", "N", "C", "C", "C", "C", "C", "C", "C", "N", "C", "C", "N", "C", "H", "H", "H", "H", "H", "H", "H"],
  "positions_angstrom": [[11.062, 12.920, 10.721], [9.024, 15.387, 13.758], [9.268, 13.982, 13.207], [8.024, 13.235, 13.092], [10.334, 13.203, 14.048], [10.599, 11.770, 13.530], [10.819, 10.780, 14.459], [11.094, 9.466, 14.012], [11.108, 9.173, 12.692], [11.123, 10.260, 11.734], [10.751, 11.498, 12.159], [8.381, 15.954, 13.015], [9.946, 15.935, 13.856], [8.408, 15.390, 14.697], [9.576, 13.946, 12.189], [7.500, 13.446, 14.032], [8.104, 12.188, 13.004], [7.371, 13.719, 12.263], [10.204, 13.198, 15.118], [11.277, 13.815, 13.935], [10.654, 11.107, 15.482], [11.191, 8.692, 14.750], [11.297, 8.129, 12.385], [11.343, 10.127, 10.694], [8.086, 7.729, 5.700], [8.583, 6.984, 6.926], [7.575, 7.109, 8.094], [10.228, 7.299, 7.710], [11.261, 6.153, 6.613], [11.260, 6.401, 5.108], [12.688, 6.114, 7.102], [10.642, 9.091, 7.147], [12.111, 9.490, 7.173], [9.780, 10.007, 8.041], [7.213, 7.204, 5.353], [8.871, 7.894, 4.925], [7.791, 8.778, 5.906], [8.766, 5.875, 6.642], [7.013, 8.031, 7.858], [8.012, 7.114, 9.068], [6.766, 6.318, 8.052], [10.826, 5.205, 6.889], [11.388, 7.444, 4.951], [10.312, 6.074, 4.662], [12.114, 5.831, 4.670], [12.725, 5.686, 8.080], [13.094, 7.158, 7.218], [13.419, 5.586, 6.422], [10.281, 9.128, 6.083], [12.741, 8.999, 6.398], [12.644, 9.301, 8.125], [12.245, 10.569, 6.921], [8.738, 9.868, 7.727], [10.091, 11.074, 8.022], [9.753, 9.578, 9.096], [9.823, 15.565, 6.332], [11.295, 15.295, 6.796], [11.938, 16.657, 7.141], [12.130, 14.546, 5.739], [11.316, 14.485, 8.035], [11.257, 13.832, 9.050], [9.728, 15.921, 5.234], [9.485, 16.428, 6.926], [9.134, 14.671, 6.590], [11.511, 17.529, 6.599], [12.985, 16.637, 6.756], [11.972, 16.781, 8.216], [12.177, 15.233, 4.899], [11.622, 13.641, 5.425], [13.161, 14.314, 6.142], [23.389, 8.989, 8.197], [22.313, 9.442, 8.401], [20.993, 9.886, 8.615], [20.372, 10.647, 7.645], [19.065, 11.040, 7.802], [18.360, 10.645, 8.950], [19.041, 10.080, 10.051], [20.373, 9.743, 9.936], [16.978, 10.903, 9.038], [16.240, 11.968, 8.477], [14.953, 11.835, 8.985], [14.886, 10.741, 9.804], [16.087, 10.202, 9.809], [20.981, 10.946, 6.786], [18.602, 11.668, 7.053], [18.495, 9.937, 10.978], [20.969, 9.345, 10.720], [16.638, 12.698, 7.791], [14.158, 12.513, 8.872], [16.383, 9.324, 10.431]],
  "lowdin_charge": [0.76, 0.00, -0.21, -0.05, -0.08, -0.31, -0.06, -0.11, -0.08, -0.13, -0.34, 0.11, 0.09, 0.11, 0.08, 0.10, 0.08, 0.14, 0.11, 0.14, 0.10, 0.09, 0.11, 0.05, -0.13, -0.58, -0.16, 1.07, -0.59, -0.11, -0.16, -0.55, -0.15, -0.14, 0.07, 0.07, 0.07, 0.12, 0.07, 0.03, 0.09, 0.08, 0.05, 0.07, 0.08, 0.05, 0.06, 0.09, 0.09, 0.06, 0.07, 0.08, 0.05, 0.06, 0.06, -0.07, -0.64, -0.07, -0.07, -0.22, -0.32, 0.10, 0.06, 0.10, 0.08, 0.08, 0.07, 0.07, 0.07, 0.10, 0.15, -0.19, -0.23, -0.04, 0.00, -0.17, -0.01, 0.02, -0.04, -0.03, -0.13, 0.06, -0.16, 0.13, 0.11, 0.11, 0.11, 0.10, 0.07, 0.14]
}

{
  "formula": "C26H25Cl2N7O13PSTi",
  "method": "the ωB97M-V functional and the def2-TZVPD basis",
  "total_energy_ev": -132697.829,
  "total_charge": -1,
  "relative_energy_kcal_mol": 47.2,
  "multiplicity": 1,
  "lumo_ev": 1.5,
  "homo_energy_ev": -3.629,
  "species": ["Ti", "O", "S", "O", "O", "O", "Cl", "C", "C", "C", "C", "C", "Cl", "C", "N", "C", "C", "C", "C", "C", "C", "C", "C", "O", "O", "H", "H", "H", "H", "H", "H", "H", "H", "H", "H", "C", "N", "C", "N", "C", "N", "C", "P", "C", "C", "H", "H", "H", "H", "H", "H", "H", "H", "H", "H", "H", "H", "H", "O", "N", "O", "C", "C", "C", "C", "O", "C", "C", "N", "O", "O", "N", "O", "O", "H", "H"],
  "positions_angstrom": [[-0.512, -0.947, 2.292], [-3.181, -3.315, 3.082], [-2.717, -2.118, 2.443], [-3.696, -1.439, 1.625], [-2.051, -1.138, 3.403], [-1.470, -2.458, 1.559], [0.657, 2.837, -0.083], [0.169, 2.589, -1.714], [1.121, 2.688, -2.714], [0.786, 2.375, -4.021], [-0.492, 1.951, -4.333], [-1.446, 1.889, -3.330], [-3.048, 1.355, -3.730], [-1.160, 2.225, -2.003], [-2.207, 2.189, -1.039], [-2.394, 3.326, -0.230], [-2.339, 4.583, -0.842], [-2.525, 5.746, -0.120], [-2.785, 5.676, 1.238], [-2.867, 4.433, 1.845], [-2.690, 3.244, 1.140], [-2.827, 1.937, 1.915], [-1.637, 1.006, 1.903], [-1.548, 0.121, 0.979], [-0.734, 1.043, 2.781], [2.131, 2.977, -2.458], [1.541, 2.444, -4.795], [-0.763, 1.681, -5.345], [-2.261, 1.311, -0.533], [-2.125, 4.630, -1.904], [-2.467, 6.706, -0.620], [-2.922, 6.576, 1.824], [-3.074, 4.374, 2.908], [-3.658, 1.348, 1.523], [-3.011, 2.178, 2.959], [1.021, -4.219, -2.342], [0.401, -4.083, -0.965], [-1.129, -4.122, -1.104], [-1.577, -3.159, -2.046], [-0.933, -3.328, -3.333], [0.522, -3.239, -3.243], [0.956, -1.873, -2.887], [0.357, -1.227, -1.218], [0.850, -2.816, -0.298], [-1.430, -1.783, -1.532], [0.787, -5.219, -2.710], [2.099, -4.105, -2.230], [0.686, -4.868, -0.382], [-1.538, -3.901, -0.121], [-1.389, -5.130, -1.432], [-1.286, -2.549, -4.007], [-1.202, -4.304, -3.748], [0.606, -1.192, -3.665], [2.047, -1.839, -2.882], [0.430, -2.799, 0.712], [1.936, -2.812, -0.234], [-1.887, -1.102, -2.255], [-1.980, -1.695, -0.598], [5.628, 0.333, 5.307], [5.626, 0.562, 4.117], [6.576, 1.036, 3.523], [4.422, 0.245, 3.359], [4.440, 0.405, 1.996], [3.328, 0.046, 1.243], [2.148, -0.388, 1.884], [0.992, -0.512, 1.307], [2.196, -0.581, 3.286], [3.303, -0.264, 4.030], [1.012, -1.107, 3.810], [0.562, -2.210, 3.147], [0.596, -0.829, 5.037], [3.425, 0.090, -0.188], [4.155, 0.895, -0.715], [2.807, -0.743, -0.827], [5.324, 0.774, 1.498], [3.317, -0.415, 5.099]],
  "lowdin_charge": [1.01, -0.28, 0.38, -0.30, -0.34, -0.44, 0.82, -0.58, -0.10, -0.09, -0.13, -0.60, 0.69, -0.31, 0.07, -0.24, -0.03, -0.10, -0.10, -0.04, -0.14, -0.01, -0.58, -0.14, 0.01, 0.11, 0.11, 0.10, 0.11, 0.12, 0.10, 0.10, 0.11, 0.14, 0.13, -0.13, -0.05, -0.10, -0.14, -0.18, -0.15, -0.30, 1.13, -0.22, -0.27, 0.14, 0.14, 0.18, 0.13, 0.14, 0.13, 0.13, 0.08, 0.08, 0.06, 0.10, 0.07, 0.06, 0.07, -0.37, 0.05, -0.14, 0.06, -0.06, -0.21, -0.22, -0.11, 0.11, -0.40, -0.17, -0.15, -0.33, 0.08, -0.05, 0.13, 0.13]
}

{
  "formula": "CH6OP2",
  "method": "the ωB97M-V functional and the def2-TZVPD basis",
  "total_energy_ev": -21755.047,
  "total_charge": 0,
  "relative_energy_kcal_mol": 97.2,
  "multiplicity": 1,
  "lumo_ev": [-1.0, 0.3],
  "homo_energy_ev": [-8.019, -8.319],
  "species": ["C", "O", "P", "P", "H", "H", "H", "H", "H", "H"],
  "positions_angstrom": [[-0.198, 1.074, 1.201], [-1.346, 1.000, 0.535], [-0.079, -0.726, -1.298], [1.640, -1.130, -0.140], [0.213, 1.974, 0.773], [0.058, 0.721, 2.225], [-1.624, 0.099, 0.437], [0.123, 0.423, -2.024], [0.309, -1.504, -2.391], [0.903, -1.929, 0.682]],
  "lowdin_charge": [-0.17, -0.14, 0.37, 0.38, 0.06, 0.07, 0.01, -0.15, -0.17, -0.26]
}

{
  "formula": "C16H21BN9OPt",
  "method": "the ωB97M-V functional and the def2-TZVPD basis",
  "total_energy_ev": -36265.005,
  "total_charge": 4,
  "relative_energy_kcal_mol": 2.4,
  "multiplicity": 6,
  "lumo_ev": [-12.4, -16.6],
  "homo_energy_ev": [-20.239, -20.548],
  "species": ["Pt", "C", "C", "N", "N", "C", "B", "N", "C", "C", "C", "N", "N", "C", "C", "C", "N", "N", "C", "C", "C", "N", "H", "H", "H", "H", "H", "H", "H", "H", "H", "H", "H", "H", "C", "N", "C", "C", "C", "O", "H", "H", "H", "H", "H", "H", "H", "H", "H"],
  "positions_angstrom": [[-1.116, 0.139, -0.180], [1.302, 2.104, 2.698], [0.193, 2.036, 1.826], [0.240, 0.808, 1.171], [1.326, 0.073, 1.614], [2.006, 0.838, 2.504], [1.525, -1.449, 1.114], [1.571, -1.302, -0.475], [2.435, -1.696, -1.406], [1.961, -1.342, -2.715], [0.753, -0.665, -2.503], [0.519, -0.659, -1.143], [0.104, -2.153, 1.321], [-0.407, -3.264, 1.935], [-1.853, -3.226, 1.867], [-2.183, -2.084, 1.110], [-0.965, -1.468, 0.804], [2.596, -2.197, 1.878], [3.748, -2.810, 1.549], [4.325, -3.262, 2.783], [3.436, -2.879, 3.839], [2.400, -2.236, 3.254], [1.562, 2.890, 3.383], [-0.652, 2.692, 1.647], [2.859, 0.423, 3.007], [3.355, -2.214, -1.132], [2.458, -1.502, -3.660], [0.080, -0.199, -3.208], [0.225, -3.913, 2.544], [-2.583, -3.878, 2.325], [-3.132, -1.626, 0.829], [4.084, -2.995, 0.544], [5.314, -3.686, 2.914], [3.601, -2.902, 4.919], [-1.166, 4.044, -2.784], [-2.418, 3.273, -2.642], [-3.656, 3.730, -3.259], [-2.393, 2.138, -1.862], [-3.685, 1.253, -1.643], [-1.288, 1.822, -1.300], [-1.371, 4.912, -3.425], [-0.377, 3.380, -3.193], [-0.823, 4.331, -1.787], [-3.504, 4.703, -3.743], [-4.463, 3.843, -2.514], [-3.978, 2.996, -3.992], [-4.456, 1.591, -2.341], [-4.061, 1.386, -0.615], [-3.447, 0.202, -1.854]],
  "lowdin_charge": [1.41, 0.05, -0.03, -0.17, 0.01, 0.02, -0.51, 0.10, 0.11, 0.16, 0.03, -0.03, 0.04, 0.05, 0.05, -0.03, -0.26, 0.05, 0.11, 0.16, 0.04, 0.17, 0.12, 0.13, 0.13, 0.15, 0.16, 0.15, 0.14, 0.13, 0.13, 0.14, 0.16, 0.16, 0.07, -0.01, 0.05, -0.33, 0.04, -0.14, 0.13, 0.13, 0.13, 0.13, 0.15, 0.14, 0.09, 0.12, 0.08]
}

Q: Which formula does entry 5 have?
A: CH6OP2